a.
DFT (ωB97M-V with the def2-TZVPD basis set) results for a cluster of 2 separate species, C10H10N2 in total.

Geometry as ORCA input:
```
! RIJCOSX wB97M-V def2-TZVPD def2/J DEFGRID3
* xyz 0 1
C -0.61 0.52 1.32
C -1.13 0.13 0.06
C -2.47 -0.22 0.06
C -3.24 -0.25 1.23
C -2.60 0.04 2.44
C 3.22 0.69 -1.26
C 2.26 0.38 -2.27
C 1.23 -0.47 -1.88
C 1.08 -0.81 -0.54
C 2.13 -0.56 0.36
H 0.45 0.87 1.35
H -0.53 0.22 -0.83
H -2.98 -0.25 -0.89
H -4.22 -0.62 1.10
H -3.18 0.11 3.36
H 3.89 1.48 -1.40
H 2.40 0.95 -3.23
H 0.38 -0.62 -2.61
H 0.21 -1.49 -0.31
H 1.84 -0.89 1.47
N -1.34 0.53 2.45
N 3.23 0.25 0.03
*
```

Output
HOMO: -9.234 eV
Frontier orbital gap: 9.8 eV
SMILES string: c1ccncc1.c1ccncc1
LUMO: 0.0193 Eh

---

b.
DFT (ωB97M-V with the def2-TZVPD basis set) results for an isolated molecule of C10H10N2.

Geometry as ORCA input:
```
! RIJCOSX wB97M-V def2-TZVPD def2/J DEFGRID3
* xyz 0 1
C -0.04 -1.13 2.23
C -1.40 -2.63 0.74
C -1.80 -2.61 -0.52
C -0.69 -0.84 -0.30
C 0.15 0.33 -0.62
C -0.32 1.20 -1.63
C 0.32 2.42 -1.87
C 1.36 2.83 -1.18
C 1.85 2.05 -0.08
C 1.27 0.87 0.09
H 0.81 -1.56 2.32
H -0.40 -1.53 2.97
H -0.34 0.04 2.34
H -1.44 -3.33 1.79
H -2.36 -3.32 -1.08
H -1.20 0.89 -2.17
H -0.06 2.80 -2.68
H 1.83 3.87 -1.42
H 2.76 2.34 0.37
H 1.71 0.30 0.94
N -0.65 -1.53 0.89
N -1.37 -1.46 -1.15
*
```

Output
HOMO: -8.196 eV
Frontier orbital gap: 8.9 eV
SMILES string: Cn1ccnc1-c1ccccc1
LUMO: 0.0269 Eh

---

Of them, a has the highest stability.

---

a.
DFT (ωB97M-V with the def2-TZVPD basis set) results for a cluster of 2 separate species, C4H13NO2 in total.

Geometry as ORCA input:
```
! RIJCOSX wB97M-V def2-TZVPD def2/J DEFGRID3
* xyz 0 1
C 0.13 -0.88 -1.56
C 0.49 0.63 -1.18
C 2.06 0.75 -1.00
O 0.01 1.43 -2.37
C -1.39 -0.96 -1.51
N -1.84 -1.23 -0.15
H 0.53 -1.53 -0.77
H 0.59 -1.21 -2.53
H -0.15 0.94 -0.36
H 2.50 -0.13 -1.50
H 2.54 1.65 -1.22
H 2.25 0.49 0.10
H 0.84 1.63 -2.81
H -1.92 -1.52 -2.23
H -1.67 0.17 -1.57
H -1.93 -0.39 0.41
H -2.71 -1.75 -0.06
H 1.03 -0.21 5.86
H 0.38 1.00 6.50
O 0.34 0.10 6.46
*
```

Output
HOMO: -8.807 eV
Frontier orbital gap: 9.6 eV
SMILES string: C[C@@H](O)CCN.O
LUMO: 0.0279 Eh

---

b.
DFT (ωB97M-V with the def2-TZVPD basis set) results for a cluster of 2 separate species, C4H13NO2 in total.

Geometry as ORCA input:
```
! RIJCOSX wB97M-V def2-TZVPD def2/J DEFGRID3
* xyz 0 1
C 2.07 0.04 0.19
N 0.55 0.37 0.17
C 0.27 1.77 -0.02
C -0.30 -0.42 1.09
C 0.26 -1.87 1.34
O -0.76 -2.70 2.06
H 2.55 0.58 -0.63
H 2.65 0.21 1.16
H 2.14 -1.00 -0.10
H 1.21 2.24 0.33
H -0.67 2.23 0.55
H 0.18 1.96 -1.08
H -1.38 -0.35 0.75
H -0.31 0.04 2.02
H 1.22 -1.74 1.83
H 0.54 -2.48 0.33
H -0.93 -2.02 2.87
H -2.98 0.40 -4.54
H -3.50 1.63 -4.39
O -2.81 1.10 -3.92
*
```

Output
HOMO: -7.996 eV
Frontier orbital gap: 8.8 eV
SMILES string: CN(C)CCO.O
LUMO: 0.0314 Eh

---

Of them, a has the highest stability.

---

a.
DFT (ωB97M-V with the def2-TZVPD basis set) results for the ion C5H10NO with charge +1.

Geometry as ORCA input:
```
! RIJCOSX wB97M-V def2-TZVPD def2/J DEFGRID3
* xyz 1 1
C -2.15 -1.86 -0.37
C -1.09 -1.26 -0.47
C -0.93 1.71 -0.49
C 1.41 -1.15 0.20
C 0.16 -0.51 -0.40
N -0.03 0.78 0.31
O 1.51 -0.83 1.61
H -3.15 -2.34 -0.44
H -1.75 0.99 -0.72
H -1.15 2.43 0.22
H -0.30 1.93 -1.41
H 1.36 -2.27 0.24
H 2.28 -0.87 -0.41
H 0.46 -0.15 -1.42
H 0.82 1.24 0.65
H -0.68 0.49 1.12
H 2.26 -1.35 2.06
*
```

Output
HOMO: -14.707 eV
Frontier orbital gap: 11.4 eV
SMILES string: C#C[C@H](CO)[NH2+]C
LUMO: -0.1220 Eh

---

b.
DFT (ωB97M-V with the def2-TZVPD basis set) results for the ion C5H10NO with charge +1.

Geometry as ORCA input:
```
! RIJCOSX wB97M-V def2-TZVPD def2/J DEFGRID3
* xyz 1 1
O -0.55 -1.66 1.60
C -0.49 -1.53 0.41
C 0.71 -0.80 -0.25
C 0.15 0.31 -1.15
C -1.17 0.92 -0.77
C -1.40 1.63 0.33
N 1.56 -0.34 0.89
H -1.24 -1.97 -0.26
H 1.23 -1.52 -0.88
H 0.95 1.03 -1.35
H 0.04 -0.17 -2.13
H -1.94 0.99 -1.53
H -0.75 1.80 1.17
H -2.37 2.09 0.48
H 2.52 -0.62 0.71
H 1.54 0.68 0.99
H 1.19 -0.83 1.72
*
```

Output
HOMO: -14.097 eV
Frontier orbital gap: 10.4 eV
SMILES string: C=CC[C@@H]([NH3+])C=O
LUMO: -0.1351 Eh

---

c.
DFT (ωB97M-V with the def2-TZVPD basis set) results for the ion C5H10NO with charge +1.

Geometry as ORCA input:
```
! RIJCOSX wB97M-V def2-TZVPD def2/J DEFGRID3
* xyz 1 1
C -1.97 0.29 -0.22
C -0.73 1.23 -0.14
C 0.51 0.42 0.07
C 1.74 1.18 0.27
C 1.44 -1.83 -0.03
N 0.55 -0.79 -0.24
O -2.00 -0.95 0.43
H -2.87 1.06 0.00
H -2.32 -0.03 -1.28
H -0.48 1.78 -1.06
H -0.63 1.95 0.68
H -2.86 -1.08 0.79
H 2.75 0.84 0.53
H 1.87 2.17 0.06
H 1.97 -2.06 -1.07
H 0.77 -2.67 0.36
H 2.25 -1.50 0.83
*
```

Output
HOMO (alpha / beta): -14.173 / -14.194 eV
Frontier orbital gap (alpha / beta): 6.8 / 7.4 eV
LUMO (alpha / beta): -0.2692 / -0.2490 Eh

---

Of them, b has the highest stability.

---

a.
DFT (ωB97M-V with the def2-TZVPD basis set) results for the ion C5H10NO with charge +1.

Geometry as ORCA input:
```
! RIJCOSX wB97M-V def2-TZVPD def2/J DEFGRID3
* xyz 1 1
O -0.48 -2.09 0.87
C -1.68 -2.02 0.74
C -2.00 -0.62 0.28
C -0.93 -0.10 -0.70
C 0.31 0.34 0.14
C 1.23 1.17 -0.45
N 2.68 1.21 -0.27
H -2.32 -2.56 1.46
H -2.96 -0.71 -0.20
H -2.19 -0.01 1.13
H -0.72 -0.94 -1.36
H -1.29 0.83 -1.26
H 0.43 -0.02 1.15
H 0.92 1.93 -1.15
H 3.21 1.09 -1.09
H 2.95 0.49 0.42
H 2.85 2.01 0.28
*
```

Output
HOMO: -12.971 eV
Frontier orbital gap: 9.1 eV
SMILES string: [NH3+]/C=C/CCC=O
LUMO: -0.1417 Eh

---

b.
DFT (ωB97M-V with the def2-TZVPD basis set) results for a cluster of 2 separate species, C5H10NO in total.

Geometry as ORCA input:
```
! RIJCOSX wB97M-V def2-TZVPD def2/J DEFGRID3
* xyz 1 1
C 0.16 -0.50 0.07
C -1.58 1.34 -0.07
C -2.31 0.08 -0.57
C 0.26 -1.90 -0.41
C 2.22 1.14 0.39
N -0.97 0.08 0.06
O 3.05 0.21 0.70
H -1.23 2.17 -0.57
H -1.90 1.76 0.88
H -3.11 -0.09 0.12
H -2.50 -0.42 -1.45
H -0.69 -2.24 -0.82
H 0.58 -2.54 0.48
H 1.18 -1.92 -1.00
H 2.06 1.20 -0.63
H 1.77 1.65 1.20
H 3.01 -0.02 1.63
*
```

Output
HOMO (alpha / beta): -12.724 / -12.725 eV
Frontier orbital gap (alpha / beta): 7.9 / 7.9 eV
LUMO (alpha / beta): -0.1788 / -0.1788 Eh

---

Of them, a has the highest stability.